The following is a quantum chemistry calculation of C8H10 in the gas phase, from the OMol25 dataset.

Values from the calculation:
HOMO level ... -8.3 eV
LUMO energy ... 0.419 eV
Charge ... 0
HOMO-LUMO gap ... 8.7 eV
Energy relative to the best compared isomer or geometry (same formula, charge and spin) ... 284.4 kJ/mol

Cartesian coordinates (Å):
C  3.044  -0.758  0.014
C  1.941  -0.229  0.007
C  0.702  0.477  -0.034
C  0.723  1.991  0.026
C  -0.450  -0.208  -0.054
C  -0.530  -1.718  0.012
C  -1.758  0.461  -0.008
C  -2.970  -0.109  0.017
H  3.990  -1.241  -0.043
H  0.322  2.478  -0.886
H  1.738  2.339  0.108
H  0.159  2.359  0.881
H  -1.093  -2.144  -0.827
H  -1.008  -1.988  0.963
H  0.454  -2.147  -0.029
H  -1.733  1.561  -0.082
H  -3.837  0.523  0.006
H  -3.201  -1.190  0.032



The following is a quantum chemistry calculation of 2 unconnected molecules or ions with the total composition C4H15N3O, from the OMol25 dataset.

Values from the calculation:
HOMO level ... -16.3 eV
LUMO energy ... -6.808 eV
Charge ... +2
HOMO-LUMO gap ... 9.5 eV
Energy relative to the best compared isomer or geometry (same formula, charge and spin) ... 129.9 kJ/mol

Cartesian coordinates (Å):
C  0.744  -1.292  -1.437
C  -0.628  -0.661  -1.232
C  -0.630  0.635  -0.439
C  -0.093  1.772  -0.926
N  0.118  2.924  -0.296
N  -1.366  0.614  0.842
N  1.568  -1.323  -0.184
H  0.743  -2.279  -1.893
H  1.234  -0.674  -2.181
H  -1.089  -0.435  -2.209
H  -1.396  -1.345  -0.893
H  0.149  1.727  -1.988
H  0.422  3.749  -0.807
H  0.015  3.105  0.693
H  -1.136  -0.236  1.382
H  -2.379  0.635  0.688
H  -1.172  1.386  1.493
H  0.947  -1.409  0.640
H  2.172  -2.135  -0.078
H  2.046  -0.427  -0.037
H  0.282  -0.909  3.399
H  -0.433  -2.148  2.881
O  -0.116  -1.275  2.582



The following is a quantum chemistry calculation of C6H10N2 in the gas phase, from the OMol25 dataset.

Values from the calculation:
HOMO level ... -9.0 eV
LUMO energy ... 0.850 eV
Charge ... 0
HOMO-LUMO gap ... 9.9 eV
Energy relative to the best compared isomer or geometry (same formula, charge and spin) ... 329.6 kJ/mol

Cartesian coordinates (Å):
N  -2.819  -0.017  -0.776
C  -1.953  -0.331  -0.025
N  -0.685  -0.180  0.642
C  -0.261  1.187  0.707
C  0.842  1.419  -0.468
C  2.003  0.323  -0.232
C  1.523  -1.172  -0.438
C  0.227  -1.315  0.475
H  -0.984  1.929  0.438
H  0.091  1.398  1.793
H  0.575  0.988  -1.436
H  1.340  2.337  -0.252
H  2.564  0.642  0.838
H  2.808  0.415  -0.894
H  1.225  -1.340  -1.531
H  2.157  -2.003  -0.108
H  -0.145  -2.254  0.323
H  0.621  -1.398  1.655



The following is a quantum chemistry calculation of a molecular structure, C39H40F6OP2Sn, from the OMol25 dataset.

Values from the calculation:
HOMO level ... -13.7 eV
LUMO energy ... -8.096 eV
Charge ... +2
HOMO-LUMO gap ... 5.6 eV
Energy relative to the best compared isomer or geometry (same formula, charge and spin) ... 0.0 kJ/mol

Cartesian coordinates (Å):
Sn  0.324  -0.329  2.185
C  -1.487  0.683  -4.418
C  -1.503  -0.613  -4.107
C  -0.739  -1.672  -4.856
C  0.662  -1.259  -5.382
C  1.514  -0.451  -4.447
C  1.565  0.886  -4.427
C  0.703  1.785  -5.259
C  -0.731  1.277  -5.577
C  1.847  0.300  3.616
H  -2.130  1.399  -3.887
H  -2.202  -0.980  -3.343
H  -1.327  -2.004  -5.731
H  -0.621  -2.563  -4.222
H  1.206  -2.187  -5.619
H  0.534  -0.733  -6.336
H  2.213  -1.046  -3.851
H  2.386  1.414  -3.938
H  1.204  1.990  -6.223
H  0.614  2.762  -4.760
H  -1.298  2.145  -5.953
H  -0.673  0.569  -6.414
H  1.694  1.348  3.901
H  2.857  0.154  3.215
H  1.698  -0.354  4.487
P  -1.330  -0.795  0.224
P  2.114  -0.054  0.186
C  -0.205  -0.952  -1.144
C  1.146  -0.719  -1.154
C  -2.275  -2.302  0.527
C  -2.565  -3.216  -0.496
C  -3.299  -4.371  -0.206
C  -3.711  -4.648  1.109
C  -3.397  -3.740  2.130
C  -2.691  -2.577  1.843
C  -2.459  0.626  0.088
C  -1.965  1.943  0.193
C  -2.840  3.017  0.092
C  -4.209  2.814  -0.095
C  -4.697  1.504  -0.173
C  -3.835  0.419  -0.072
C  3.541  -1.101  0.565
C  3.342  -2.385  1.116
C  4.446  -3.163  1.457
C  5.746  -2.682  1.248
C  5.933  -1.406  0.699
C  4.843  -0.611  0.370
C  2.619  1.657  -0.042
C  2.765  2.566  1.027
C  3.206  3.861  0.756
C  3.460  4.269  -0.560
C  3.277  3.369  -1.618
C  2.849  2.071  -1.360
H  -0.694  -1.242  -2.078
H  1.716  -0.980  -2.049
H  -2.209  -3.021  -1.505
H  -3.550  -5.066  -1.003
H  -4.269  -5.558  1.330
H  -3.709  -3.947  3.153
H  -2.437  -1.877  2.635
H  -0.899  2.106  0.369
H  -2.453  4.036  0.171
H  -4.892  3.662  -0.158
H  -5.764  1.333  -0.303
H  -4.220  -0.605  -0.101
H  2.329  -2.748  1.288
H  4.299  -4.153  1.890
H  6.611  -3.295  1.515
H  6.944  -1.025  0.530
H  4.980  0.397  -0.033
H  2.538  2.248  2.042
H  3.358  4.563  1.576
H  3.796  5.288  -0.766
H  3.472  3.673  -2.649
H  2.679  1.352  -2.157
C  -0.852  1.582  5.528
C  -1.612  0.626  4.645
O  -1.241  0.547  3.299
C  -1.598  -0.760  5.367
F  -1.831  -0.676  6.708
F  -2.478  -1.667  4.867
F  -0.353  -1.323  5.220
C  -3.088  1.150  4.552
F  -3.712  1.236  5.766
F  -3.070  2.406  4.017
F  -3.869  0.396  3.740
H  0.165  1.217  5.700
H  -1.394  1.650  6.476
H  -0.810  2.566  5.055



The following is a quantum chemistry calculation of 14 unconnected molecules or ions with the total composition C42H56O42, from the OMol25 dataset.

Values from the calculation:
HOMO level ... -10.0 eV
LUMO energy ... 0.255 eV
Charge ... 0
HOMO-LUMO gap ... 10.2 eV
Energy relative to the best compared isomer or geometry (same formula, charge and spin) ... 710.8 kJ/mol

Cartesian coordinates (Å):
C  26.913  16.106  -15.439
C  27.312  15.349  -14.230
O  26.861  14.025  -14.681
C  26.192  13.988  -15.842
O  25.506  13.083  -16.231
O  26.245  15.255  -16.332
H  27.826  16.445  -15.928
H  26.255  16.951  -15.233
H  26.684  15.819  -13.473
H  28.358  15.523  -13.979
C  21.806  15.327  -11.744
C  22.676  15.218  -12.978
O  24.002  14.887  -12.473
C  23.936  14.669  -11.103
O  24.845  14.313  -10.387
O  22.570  14.723  -10.686
H  20.969  14.755  -12.146
H  21.393  16.317  -11.554
H  22.817  16.180  -13.472
H  22.309  14.401  -13.599
C  31.484  18.030  -15.236
C  31.806  16.526  -15.475
O  31.550  16.457  -16.874
C  30.961  17.613  -17.389
O  30.604  17.753  -18.499
O  30.727  18.404  -16.388
H  32.282  18.755  -15.076
H  30.679  18.093  -14.504
H  31.217  15.835  -14.872
H  32.884  16.419  -15.352
C  24.785  24.520  -7.472
C  26.274  24.106  -7.613
O  26.510  24.095  -8.972
C  25.341  24.297  -9.592
O  25.094  24.329  -10.834
O  24.360  24.307  -8.817
H  24.518  25.473  -7.014
H  24.336  23.801  -6.786
H  26.498  23.139  -7.164
H  26.839  24.918  -7.156
C  27.326  16.527  -8.320
C  26.435  17.228  -7.282
O  26.129  16.086  -6.461
C  26.836  15.012  -6.767
O  26.858  13.860  -6.346
O  27.649  15.243  -7.820
H  28.296  16.927  -8.618
H  26.609  16.345  -9.120
H  25.446  17.654  -7.453
H  27.038  17.924  -6.699
C  20.728  18.591  -15.469
C  21.249  19.542  -16.544
O  22.538  19.119  -16.738
C  22.829  18.011  -15.980
O  23.899  17.371  -16.063
O  21.703  17.554  -15.425
H  19.692  18.309  -15.658
H  20.802  19.066  -14.491
H  21.441  20.541  -16.152
H  20.661  19.542  -17.462
C  24.200  17.726  -4.025
C  23.083  18.222  -4.970
O  23.425  19.613  -5.214
C  24.722  19.673  -5.116
O  25.277  20.727  -5.553
O  25.242  18.530  -4.505
H  24.451  16.665  -4.035
H  24.016  17.925  -2.969
H  22.149  18.027  -4.442
H  23.111  17.611  -5.872
C  22.350  23.434  -13.543
C  21.830  22.055  -13.144
O  22.633  21.216  -13.958
C  23.607  21.913  -14.540
O  24.452  21.517  -15.364
O  23.561  23.184  -14.089
H  22.346  24.001  -12.613
H  21.590  24.026  -14.053
H  20.769  22.023  -13.393
H  21.877  21.915  -12.064
C  19.321  15.692  -8.708
C  20.041  17.037  -8.400
O  19.521  18.001  -9.327
C  18.627  17.412  -10.206
O  18.533  17.789  -11.340
O  18.515  16.062  -9.877
H  18.634  15.542  -7.875
H  19.982  14.897  -9.054
H  21.115  17.040  -8.584
H  19.922  17.316  -7.353
C  28.372  24.462  -12.707
C  27.516  23.232  -13.241
O  27.706  22.206  -12.269
C  28.452  22.588  -11.318
O  28.682  22.029  -10.298
O  28.927  23.819  -11.559
H  27.871  25.379  -12.394
H  29.127  24.819  -13.408
H  27.827  22.859  -14.216
H  26.517  23.632  -13.415
C  23.066  13.693  -7.339
C  21.831  13.205  -7.831
O  20.894  13.794  -7.001
C  21.486  14.907  -6.391
O  20.951  15.668  -5.581
O  22.732  14.878  -6.791
H  23.767  13.771  -8.170
H  23.594  13.003  -6.681
H  21.824  12.123  -7.702
H  21.748  13.304  -8.913
C  22.732  20.497  -8.367
C  21.389  20.693  -7.804
O  20.835  21.788  -8.437
C  21.670  22.229  -9.402
O  21.395  23.200  -10.045
O  22.757  21.403  -9.545
H  23.064  19.531  -8.747
H  23.488  20.819  -7.651
H  21.403  20.673  -6.714
H  20.744  19.877  -8.130
C  25.826  19.801  -11.720
C  26.293  19.837  -10.249
O  25.487  18.918  -9.558
C  24.648  18.216  -10.479
O  23.733  17.448  -10.070
O  24.853  18.694  -11.743
H  26.697  19.753  -12.374
H  25.409  20.732  -12.102
H  26.151  20.866  -9.919
H  27.276  19.406  -10.056
C  27.982  21.829  -16.916
C  26.924  21.163  -17.770
O  26.479  20.144  -16.920
C  27.424  19.873  -15.982
O  27.259  18.990  -15.163
O  28.447  20.782  -16.140
H  27.554  22.688  -16.399
H  28.829  22.111  -17.541
H  27.378  20.882  -18.721
H  26.162  21.935  -17.875



The following is a quantum chemistry calculation of 2 unconnected molecules or ions with the total composition C5H6Br2, from the OMol25 dataset.

Values from the calculation:
HOMO level ... -9.4 eV
LUMO energy ... 0.670 eV
Charge ... 0
HOMO-LUMO gap ... 10.1 eV
Energy relative to the best compared isomer or geometry (same formula, charge and spin) ... 233.2 kJ/mol

Cartesian coordinates (Å):
C  1.391  0.458  -0.588
C  0.478  -0.061  -0.046
C  -0.648  -0.373  0.815
C  -1.852  -0.490  -0.145
C  -2.358  0.570  -0.782
Br  -1.883  2.373  -0.235
H  2.233  0.558  -1.114
H  -0.984  0.454  1.475
H  -0.594  -1.226  1.513
H  -2.165  -1.454  -0.518
H  -3.261  0.643  -1.434
Br  4.784  1.390  0.806
H  4.670  0.305  -0.153



The following is a quantum chemistry calculation of 13 unconnected molecules or ions with the total composition C18H55F6N20O15, from the OMol25 dataset.

Values from the calculation:
HOMO level ... -6.5 eV
LUMO energy ... 1.232 eV
Charge ... -1
HOMO-LUMO gap ... 7.7 eV

Cartesian coordinates (Å):
O  13.103  -19.591  17.106
H  12.751  -19.300  17.988
H  13.927  -20.165  17.156
H  13.366  -18.804  16.603
C  15.831  -21.455  16.856
O  14.707  -21.313  15.972
O  15.370  -21.449  18.112
C  16.758  -22.623  16.392
F  17.212  -22.489  15.138
F  17.865  -22.811  17.144
F  16.132  -23.829  16.472
C  13.848  -22.370  15.618
C  12.658  -21.908  14.756
H  11.809  -22.491  15.112
H  12.470  -20.853  14.949
H  12.833  -22.114  13.702
H  13.458  -22.756  16.566
H  14.369  -23.187  15.118
H  16.498  -20.584  16.782
C  10.074  -19.770  19.067
O  9.279  -19.651  20.253
O  11.244  -19.050  19.291
C  10.175  -21.300  18.548
F  11.310  -21.392  17.857
F  10.235  -22.030  19.646
F  9.128  -21.676  17.774
C  7.901  -20.033  20.172
C  7.326  -20.036  21.629
H  6.284  -20.350  21.572
H  7.846  -20.799  22.207
H  7.478  -19.030  22.015
H  7.806  -21.042  19.775
H  7.221  -19.278  19.773
H  9.496  -19.257  18.283
C  14.631  -18.119  20.741
O  15.723  -18.120  21.298
N  14.044  -19.201  20.224
N  13.837  -17.000  20.660
H  13.063  -19.143  19.986
H  14.560  -20.065  20.280
H  13.081  -16.852  20.014
H  14.248  -16.170  21.053
C  5.935  -20.430  17.192
O  4.828  -20.044  17.583
N  6.856  -19.636  16.608
N  6.372  -21.666  17.461
H  6.659  -18.686  16.352
H  7.770  -20.044  16.551
H  7.351  -21.833  17.296
H  5.855  -22.218  18.120
C  9.566  -25.824  17.147
O  9.204  -25.653  18.312
N  10.169  -24.841  16.474
N  9.255  -26.938  16.473
H  10.325  -23.934  16.871
H  10.282  -25.012  15.489
H  9.503  -27.040  15.506
H  8.796  -27.634  17.033
C  11.218  -20.301  23.417
O  11.535  -20.411  24.600
N  10.476  -21.075  22.642
N  11.579  -19.176  22.766
H  9.963  -21.815  23.092
H  10.123  -20.767  21.740
H  11.309  -19.129  21.795
H  12.214  -18.525  23.188
C  6.245  -22.712  23.564
O  5.165  -22.122  23.505
N  7.043  -22.804  24.640
N  6.792  -23.350  22.502
H  6.788  -22.203  25.409
H  8.017  -23.044  24.592
H  7.696  -23.718  22.730
H  6.291  -23.350  21.633
C  5.090  -15.430  20.870
O  4.168  -15.167  20.120
N  5.532  -16.727  20.982
N  5.785  -14.599  21.664
H  6.251  -17.014  21.636
H  4.993  -17.368  20.423
H  5.804  -13.604  21.538
H  6.325  -14.984  22.426
C  9.762  -15.809  20.710
O  9.574  -14.677  21.162
N  9.961  -16.940  21.436
N  10.108  -16.133  19.449
H  10.319  -17.683  20.866
H  9.658  -17.001  22.390
H  10.396  -17.108  19.413
H  10.270  -15.439  18.742
C  13.409  -23.711  20.602
O  13.274  -24.708  21.322
N  13.664  -23.761  19.284
N  12.719  -22.569  20.917
H  13.872  -24.666  18.894
H  14.130  -22.954  18.885
H  12.990  -21.722  20.446
H  12.076  -22.557  21.688
C  7.755  -15.876  24.099
O  7.268  -16.471  23.123
N  8.818  -15.066  23.957
N  7.303  -16.054  25.342
H  8.979  -14.744  23.002
H  9.301  -14.677  24.746
H  7.630  -15.433  26.058
H  6.556  -16.727  25.391
C  3.250  -20.042  21.336
O  2.697  -19.092  20.812
N  3.622  -20.069  22.657
N  3.538  -21.267  20.829
H  3.357  -19.289  23.234
H  4.313  -20.751  22.949
H  3.350  -21.464  19.859
H  3.766  -21.990  21.486



The following is a quantum chemistry calculation of 7 unconnected molecules or ions with the total composition C10H35N11O7, from the OMol25 dataset.

Values from the calculation:
HOMO level ... -8.4 eV
LUMO energy ... 0.164 eV
Charge ... 0
HOMO-LUMO gap ... 8.5 eV
Energy relative to the best compared isomer or geometry (same formula, charge and spin) ... 0.0 kJ/mol

Cartesian coordinates (Å):
C  -0.030  -7.201  2.932
O  0.433  -5.882  2.925
C  1.206  -5.573  1.793
C  1.927  -4.274  2.011
C  1.038  -3.045  2.235
N  2.867  -4.025  0.925
H  0.814  -7.896  2.852
H  -0.790  -7.449  2.185
H  -0.478  -7.355  3.916
H  1.938  -6.366  1.584
H  0.587  -5.528  0.882
H  2.446  -4.408  2.971
H  1.626  -2.148  2.440
H  0.214  -3.050  2.951
H  0.529  -2.877  1.277
H  2.295  -4.057  0.082
H  3.303  -3.117  0.992
N  1.223  1.488  5.203
C  0.958  1.344  3.870
N  1.474  2.333  3.078
O  0.240  0.444  3.465
H  0.812  0.768  5.769
H  1.674  2.292  5.592
H  1.466  2.272  2.078
H  1.845  3.155  3.518
N  -4.870  5.690  0.219
C  -3.507  5.678  0.366
N  -2.953  6.936  0.303
O  -2.902  4.653  0.608
H  -5.294  4.793  0.366
H  -5.366  6.539  0.028
H  -1.960  7.058  0.336
H  -3.537  7.651  -0.094
N  0.049  -0.480  0.323
C  -0.752  0.424  -0.257
N  -1.038  1.481  0.550
O  -1.191  0.318  -1.400
H  0.524  -0.363  1.202
H  0.299  -1.321  -0.184
H  -1.532  2.288  0.215
H  -0.651  1.481  1.479
N  0.051  -1.761  -2.852
C  0.695  -2.847  -2.362
N  1.461  -3.517  -3.266
O  0.601  -3.222  -1.187
H  -0.709  -1.376  -2.312
H  0.387  -1.362  -3.721
H  1.961  -4.329  -2.961
H  1.402  -3.270  -4.237
N  0.418  1.897  -5.941
C  0.438  0.969  -4.931
N  -0.104  1.416  -3.764
O  0.974  -0.129  -5.059
H  0.107  2.813  -5.672
H  0.586  1.611  -6.883
H  -0.484  2.343  -3.693
H  -0.225  0.748  -3.017
C  -0.187  4.379  -1.390
O  -0.759  4.722  -2.642
H  0.614  5.044  -1.043
H  -0.971  4.408  -0.632
H  0.219  3.373  -1.478
H  -1.411  5.418  -2.539



Among the records above, which one has the highest HOMO level?
C18H55F6N20O15